Entry 1:
Below is C48H38CuF15GeN8O2S2 as an isolated structure in a non-equilibrium geometry, with properties calculated with the ωB97M-V functional and the def2-TZVPD basis.

Structure (XYZ):
```
115
Properties=species:S:1:pos:R:3
C -2.656 2.173 2.462
C -1.518 -1.866 -4.382
C -2.188 -1.248 2.880
H -4.024 2.039 -2.945
C 1.265 1.359 6.294
H 5.382 -1.039 3.753
S 1.026 3.677 2.279
H 3.810 -1.679 1.555
C 1.739 -3.820 -4.569
C -2.769 1.115 1.344
F 3.667 0.876 -7.660
N 3.391 -0.724 3.689
F -3.840 -0.477 -6.792
H -3.660 3.580 -3.623
C -1.716 -3.588 2.519
C -2.165 -2.517 3.346
C -1.741 -1.024 1.535
H -3.710 4.676 2.346
C -0.608 2.155 3.831
C -5.078 2.113 3.185
N 4.241 0.331 1.636
H 1.572 1.249 7.335
C -1.143 -2.086 0.803
C 2.080 1.969 4.061
H 4.352 1.874 0.256
F 2.075 -5.782 -5.816
F 1.048 -3.392 -1.039
H -5.074 0.994 3.068
H -5.278 1.497 0.763
C 3.473 0.393 2.823
F 0.036 1.388 -4.720
C -1.083 4.514 -2.039
H 4.529 -1.003 0.044
C -3.656 4.054 3.295
F 6.460 -0.367 -4.033
H 3.257 2.095 5.925
C -0.542 3.280 -1.569
C 1.584 -3.888 -2.197
H -4.111 4.025 -0.768
C 2.737 0.015 -5.692
H -5.379 2.308 4.215
H 0.494 3.050 -1.692
C -2.626 2.594 -0.689
N -1.513 2.455 2.915
N -1.715 0.232 1.013
N 2.902 1.523 3.140
C 2.088 -5.192 -2.246
C 0.731 2.578 3.460
C -0.123 1.224 6.120
O -3.249 -4.830 3.831
H -2.716 4.298 3.754
C 1.473 -3.147 -3.363
H -1.030 -5.937 2.022
F 2.126 -5.940 -1.133
H -1.905 0.895 5.100
C 4.109 -0.755 -3.898
N -1.304 2.382 -0.983
H 2.080 -2.433 3.701
H 1.284 -0.814 3.673
F -2.109 1.627 -6.452
H -4.516 4.453 3.881
H 4.518 -1.479 5.261
C -0.886 1.314 4.921
C -2.792 -0.584 -5.924
C -2.274 -4.893 3.066
C -2.614 -1.760 -5.201
F -1.297 -3.021 -3.705
C 4.621 -1.041 1.139
C -1.076 -3.392 1.304
N -3.823 2.716 2.993
F 1.539 0.039 -6.378
H -2.607 -0.458 3.509
C -2.432 4.705 -1.914
F 2.987 -7.043 -3.385
H -0.369 5.225 -2.478
H -4.768 0.394 -0.549
H -5.181 3.433 -2.740
S 1.254 -0.148 -1.359
C -0.852 0.343 -4.887
F -3.419 -2.842 -5.387
C 4.498 -1.489 4.124
H 5.959 1.584 1.050
F 1.433 -3.143 -5.711
C 3.816 0.556 -6.355
C 2.172 -1.355 4.097
H 2.106 -1.408 5.183
H -0.531 -1.761 -0.090
H -2.861 5.673 -2.095
H -5.889 2.495 2.515
H 5.645 -1.334 1.381
F 6.217 0.933 -6.328
H -5.042 2.018 -0.943
H -0.706 1.145 7.059
C 2.141 -5.124 -4.662
C 5.212 -0.155 -4.549
C -3.394 3.602 -1.444
C -1.941 0.489 -5.742
C 5.100 0.519 -5.743
C 4.849 1.566 1.192
H -0.605 -4.218 0.719
C -0.563 -0.871 -4.228
C 2.809 -0.561 -4.400
C -4.107 3.112 -2.765
H -2.503 -2.704 4.374
H 4.450 -2.517 3.732
H -3.655 0.492 1.766
N -3.313 1.812 0.174
C 2.455 -5.801 -3.419
F 4.355 -1.509 -2.774
Cu -0.582 0.662 -0.585
Ge 1.244 -1.201 -3.380
C -4.673 1.408 -0.129
O -1.707 -6.051 2.728
H 4.520 2.295 1.946
C 2.294 1.819 5.464
```

For the orbital gap (spin up / spin down), the calculation gives 3.75 / 2.91 eV. The calculation puts the lowest unoccupied orbital energy (spin up / spin down) at -2.501 / -3.081 eV. For the HOMO energy (spin up / spin down), the calculation gives -6.251 / -5.988 eV.

Entry 2:
Below is C23H14F5N4RuSe as an isolated structure, with properties calculated with the ωB97M-V functional and the def2-TZVPD basis.

Structure (XYZ):
```
48
Properties=species:S:1:pos:R:3
C -0.911 3.894 -2.650
H -0.617 4.557 -3.451
N 2.632 0.049 0.729
F 0.738 -2.621 0.367
C -1.794 1.248 0.394
H -4.950 2.239 1.191
C 0.524 -3.275 -0.767
C 3.436 -1.007 0.915
C -2.155 3.985 -2.071
H 4.416 -0.381 4.082
C 0.227 -5.322 -1.967
C -1.536 2.172 -0.646
C 0.420 -2.539 -1.974
H -4.514 3.818 -0.628
H 4.773 -2.016 2.246
C 0.437 -4.636 -0.751
H 2.962 1.619 3.694
C -3.167 0.344 2.128
H 3.505 -1.722 0.106
C -3.759 3.100 -0.333
C -2.133 -0.510 2.441
F -0.079 -5.305 -4.291
C -0.950 -0.472 1.703
C 3.099 0.867 2.929
C 0.210 -3.267 -3.182
H -2.219 -1.219 3.252
H -2.865 4.728 -2.412
C -3.011 1.268 1.076
H -0.125 -1.134 1.927
C 0.114 -4.639 -3.185
H -4.092 0.315 2.691
C 4.116 -1.168 2.108
C -2.501 3.104 -1.026
H 2.266 2.683 0.611
H 1.207 2.601 1.856
N 1.695 2.038 1.162
F 0.544 -5.317 0.364
N -0.307 2.093 -1.218
C -4.000 2.227 0.672
N -0.788 0.380 0.696
C 3.918 -0.248 3.130
F 0.105 -2.616 -4.313
C 2.545 0.990 1.683
C -0.002 2.933 -2.197
Se 0.559 -0.731 -2.138
F 0.140 -6.606 -1.948
Ru 0.902 0.655 -0.366
H 0.986 2.848 -2.636
```

For the orbital gap (spin up / spin down), the calculation gives 5.04 / 5.05 eV. As for the charge: +3. The calculation puts the lowest unoccupied orbital energy (spin up / spin down) at -12.708 / -12.699 eV. For the HOMO energy (spin up / spin down), the calculation gives -17.748 / -17.747 eV.

Entry 3:
Below is a 2-piece molecular cluster, C4H11N2 overall in a non-equilibrium geometry, with properties calculated with the ωB97M-V functional and the def2-TZVPD basis.

Structure (XYZ):
```
17
Properties=species:S:1:pos:R:3
H 1.383 -1.446 1.619
C 1.018 -0.326 1.616
H 2.014 0.239 1.697
H 0.798 -0.860 -1.537
C -1.039 0.089 0.170
H -1.722 -0.187 1.531
N -0.389 1.310 0.475
H -1.720 -1.295 -1.213
H 1.434 0.791 -1.506
C -1.784 -0.244 -1.047
H 2.300 -0.397 -0.556
N 0.374 0.111 0.334
H -0.271 2.044 -0.310
H 0.536 -0.087 2.528
H -1.342 0.181 -1.861
C 1.282 -0.029 -0.843
H -2.873 0.106 -1.096
```

For the orbital gap, the calculation gives 11.91 eV. As for the charge: +1. The calculation puts the lowest unoccupied orbital energy at -3.135 eV. For the HOMO energy, the calculation gives -15.046 eV.

Entry 4:
Below is an isolated molecule of C21H39N3O, with properties calculated with the ωB97M-V functional and the def2-TZVPD basis.

Structure (XYZ):
```
64
Properties=species:S:1:pos:R:3
H 0.051 -6.284 0.138
H -1.207 -2.891 1.137
C 2.241 0.676 -0.975
C -0.241 0.329 0.806
H 6.371 1.939 0.597
H -2.871 4.813 2.497
C 4.542 0.557 -0.250
H 0.056 -0.077 1.776
H 1.241 -0.780 -2.164
H -2.717 5.268 0.783
H -3.551 -0.832 -1.736
C 0.990 -0.003 -1.438
H 0.541 -2.923 -1.344
C -2.282 1.244 -0.244
H -1.973 0.898 1.708
H 2.115 -4.550 1.639
C 1.034 -3.006 -0.369
H -5.959 -0.870 -1.050
H 3.420 -1.114 -0.941
H -1.306 4.675 1.683
C 2.274 2.048 -0.747
H 0.975 -3.389 2.327
C 3.399 -0.054 -0.731
H -0.706 -1.114 -0.704
C -2.084 2.756 -0.024
C 1.060 -4.316 1.767
H -3.080 -1.176 -0.065
H -1.780 0.975 -1.180
H 0.039 -5.361 -1.365
H 0.599 -5.116 2.342
H 1.566 -5.698 -0.548
C 4.553 1.924 -0.008
C 3.409 2.671 -0.270
C -5.186 -1.302 -0.418
H -5.153 -2.372 -0.613
C 0.372 -4.163 0.411
H 1.815 -1.431 0.703
H -4.611 2.676 -1.138
O 5.654 2.571 0.468
H 0.337 0.721 -1.927
H -3.673 3.037 1.206
C -4.504 1.634 -1.430
H -1.584 -4.617 1.219
H -3.972 1.594 -2.378
N -1.687 0.469 0.833
H 1.399 2.645 -0.965
H -5.471 -1.154 0.621
H -1.009 2.955 0.042
C 0.517 -5.457 -0.392
H 0.287 1.285 0.675
H 3.433 3.735 -0.097
C 0.202 -0.678 -0.276
C -2.383 4.559 1.558
C -3.823 -0.678 -0.688
C -1.108 -3.843 0.623
N -2.667 3.176 1.237
H -2.464 3.326 -0.888
H -4.241 0.974 0.603
H 5.435 -0.028 -0.066
C -3.763 0.822 -0.370
H -5.503 1.232 -1.582
H 2.083 -3.267 -0.554
N 0.919 -1.756 0.362
H -1.626 -3.778 -0.332
```

For the orbital gap, the calculation gives 8.79 eV. The calculation puts the lowest unoccupied orbital energy at 0.733 eV. For the HOMO energy, the calculation gives -8.061 eV.

Entry 5:
Below is an isolated ion of composition C2H5N3O and charge +2 in a non-equilibrium geometry, with properties calculated with the ωB97M-V functional and the def2-TZVPD basis.

Structure (XYZ):
```
11
Properties=species:S:1:pos:R:3
C 1.013 -0.136 0.610
H 1.998 -0.293 1.273
H -1.650 -1.824 -0.750
N 0.132 -1.184 0.480
O -0.223 1.669 -0.453
N -0.876 0.986 -1.394
H 0.248 -2.000 1.187
N 0.734 1.111 0.268
H -1.860 1.179 -1.555
C -0.832 -1.278 -0.345
H 1.315 1.769 0.679
```

For the orbital gap (spin up / spin down), the calculation gives 7.82 / 8.30 eV. As for the charge: +2. The calculation puts the lowest unoccupied orbital energy (spin up / spin down) at -12.396 / -11.950 eV. For the HOMO energy (spin up / spin down), the calculation gives -20.218 / -20.252 eV.

Entry 6:
Below is a 9-piece molecular cluster, C40H85B2O19 overall, with properties calculated with the ωB97M-V functional and the def2-TZVPD basis.

Structure (XYZ):
```
146
Properties=species:S:1:pos:R:3
H 7.710 12.061 -7.000
H -0.318 -0.868 -1.154
H 0.976 -0.979 -6.615
H -2.555 -0.281 -9.442
O -1.861 -0.163 -7.538
H -6.827 -7.657 3.464
O -2.783 -1.946 2.935
H -0.248 2.000 -5.843
H 0.361 6.382 -9.553
H -1.769 5.492 -10.495
C -2.021 -7.161 8.057
C 4.096 12.493 -5.071
H -2.913 -9.099 10.682
C -3.482 -8.252 10.301
H 4.405 12.818 -6.060
C -1.292 0.905 -1.929
C -3.373 -2.403 1.704
H -1.711 -1.745 -8.890
C 1.691 0.028 4.248
O 0.126 -1.253 -6.988
H -2.893 -7.348 10.430
C 0.639 -8.416 4.838
H 2.523 -7.558 4.381
H 3.958 3.082 5.436
H 1.035 2.600 4.634
C 2.942 2.758 5.664
O 0.731 4.857 -8.316
C -6.080 -7.379 5.464
H -5.173 -7.538 6.047
O -0.116 6.845 0.061
H 3.041 12.721 -4.943
H 1.717 7.902 -3.061
H -0.474 -3.837 2.701
C 2.331 0.839 3.148
O -2.832 -6.807 2.699
C -3.624 -3.894 1.716
H 0.583 0.526 -4.772
C -1.464 -2.024 3.173
C 0.593 7.450 -0.696
H 1.176 3.309 0.726
O -4.913 -7.091 3.329
C -0.081 1.829 -2.055
H -0.776 -8.304 9.443
H 7.813 11.127 -5.498
C 0.691 2.509 -9.143
H -2.586 -0.277 -3.149
H 1.171 -10.424 3.185
C -3.126 -8.393 4.436
C -3.600 -7.396 3.411
C 2.702 -10.894 4.654
H -2.253 -8.896 4.031
H -4.128 -4.205 0.801
C -1.347 5.077 -9.578
C 0.000 3.007 -1.071
H 4.152 7.593 -1.225
H -5.708 -8.907 3.968
O 3.635 10.433 -3.983
H -2.819 -7.851 5.328
C 0.150 5.312 -9.532
H 2.989 1.727 6.014
C 1.260 -10.699 4.236
O 1.677 3.256 -7.131
H -2.701 -4.461 1.801
O 2.646 0.321 2.113
H 0.815 9.287 -1.884
H -0.856 0.252 0.127
C -1.715 -0.651 -8.849
C 5.968 10.878 -6.568
H 0.960 9.463 -0.130
H 1.458 1.740 -9.155
H -4.308 -1.849 1.640
C -5.915 -7.839 4.030
C 2.067 2.887 4.433
C 7.150 11.717 -6.130
H 3.171 9.054 -1.320
O -0.078 -7.704 5.486
H -3.854 -9.147 4.718
H 2.468 -0.490 4.810
H -0.783 -0.309 -9.313
H 1.903 -8.544 3.047
C -0.723 -7.816 8.468
H 0.793 3.656 -1.457
H 0.655 4.871 -10.394
H -0.440 2.710 1.044
H 4.663 13.049 -4.324
O 2.584 2.155 3.322
H 1.056 -0.700 3.759
C 2.359 7.345 -2.378
C 4.284 11.018 -4.804
H -1.670 3.927 -2.097
O 0.579 -9.747 5.063
H -2.329 -6.373 8.745
H 0.828 1.223 -1.955
H -2.189 1.464 -1.643
H 1.065 0.585 4.940
O -1.595 1.022 -4.357
H 2.549 3.377 6.472
C 1.624 -7.858 3.841
O -4.826 -9.220 8.597
H 6.834 12.591 -5.559
H 2.048 3.920 4.089
O 5.247 10.335 -5.459
H 0.397 -2.368 2.223
C 3.514 8.185 -1.883
H 0.544 2.875 -10.156
H -0.874 -0.650 -3.374
C -1.587 0.184 -3.262
C 0.411 2.619 0.363
H -0.623 9.171 -0.861
H -2.027 3.481 -0.397
H 6.311 10.003 -7.118
O -3.090 -8.104 7.866
C -0.581 -2.844 2.264
H -4.397 -8.161 10.879
C -1.101 -0.169 -0.849
H 3.280 -9.976 4.545
C 1.106 3.553 -8.132
C -1.270 3.868 -1.083
H -6.315 -6.314 5.488
H -1.824 5.555 -8.722
H 2.751 -11.197 5.700
H -0.065 2.233 -3.068
H -0.953 -2.944 1.249
H 3.169 -11.667 4.044
H -0.237 2.060 -8.783
B -0.769 -0.218 -6.663
H 0.846 1.623 0.413
H -1.010 4.878 -0.762
H 0.699 -11.622 4.373
O -1.025 -1.457 4.143
B -0.458 0.883 -5.363
H -0.445 -8.561 7.726
H -1.894 -6.702 7.078
H -2.025 -0.749 -0.736
H 2.725 6.479 -2.926
H 0.062 -7.060 8.511
C 0.436 8.937 -0.928
H 1.176 -6.974 3.396
H 5.297 11.427 -7.230
C -3.867 -8.549 8.869
H -1.586 4.015 -9.538
H -4.250 -4.169 2.565
H 4.099 8.537 -2.729
O 1.583 6.781 -1.312
H -2.766 -2.091 0.853
H -6.889 -7.929 5.945
```

For the orbital gap, the calculation gives 4.88 eV. As for the charge: -1. The calculation puts the lowest unoccupied orbital energy at 1.673 eV. For the HOMO energy, the calculation gives -3.204 eV.